i:
ORCA calculation (ωB97M-V with the def2-TZVPD basis set) on an isolated ion of composition C4H6NS and charge +1.

Element x y z (Å)
C  1.13  0.18  0.26
C  -1.04  -0.29  -0.64
C  2.54  0.42  0.48
C  -2.40  -0.32  0.01
N  0.00  0.01  0.14
S  -0.43  -0.55  -2.14
H  2.61  1.48  0.92
H  2.98  0.49  -0.48
H  2.95  -0.44  1.16
H  -2.50  -1.08  0.74
H  -3.30  -0.65  -0.71
H  -2.55  0.73  0.26

Properties
**Net charge**: +1
**Structure (SMILES)**: CC#[N+]C(C)=S
**M**: 100.17 g/mol

***

ii:
ORCA calculation (ωB97M-V with the def2-TZVPD basis set) on an isolated ion of composition C4H6NS and charge +1.

Element x y z (Å)
C  0.86  0.93  0.50
C  1.34  2.21  -0.41
C  -0.62  -1.07  1.18
C  -0.64  -1.04  -0.34
N  -0.01  0.01  0.43
S  1.46  2.14  1.43
H  2.32  2.03  -0.78
H  0.47  2.82  -0.65
H  -1.48  -0.82  1.73
H  -0.04  -1.66  1.75
H  0.03  -1.56  -0.91
H  -1.54  -0.91  -0.90

Properties
**Net charge**: +1
**M**: 100.17 g/mol

***

Least stable of them? ii.

***

i:
ORCA calculation (ωB97M-V with the def2-TZVPD basis set) on a 6-piece molecular cluster, CH14O6 overall.

Element x y z (Å)
C  -1.25  0.14  -1.74
O  0.13  0.63  -2.01
H  -1.49  -0.84  -2.24
H  -1.39  -0.16  -0.51
H  -1.99  0.95  -1.82
H  0.17  1.42  -1.37
H  -1.37  1.94  2.24
H  -0.30  0.72  2.08
O  -0.46  1.69  2.00
H  -0.41  -1.69  1.91
H  0.54  -1.01  3.09
O  -0.33  -0.95  2.64
H  0.02  -3.59  0.41
H  0.42  -2.25  -0.32
O  -0.12  -2.57  0.46
H  1.12  3.34  -0.33
H  0.06  2.18  0.66
O  0.34  2.76  -0.36
H  1.67  -2.07  -2.16
H  1.18  -0.62  -1.67
O  1.60  -1.46  -1.41

Properties
**Net charge**: 0
**Structure (SMILES)**: CO.O.O.O.O.O
**M**: 122.12 g/mol

***

ii:
ORCA calculation (ωB97M-V with the def2-TZVPD basis set) on a 6-piece molecular cluster, CH14O6 overall.

Element x y z (Å)
C  -0.02  -1.57  -1.47
O  -1.20  -1.92  -0.74
H  0.33  -0.61  -1.10
H  -0.25  -1.52  -2.53
H  0.71  -2.32  -1.20
H  -1.82  -1.18  -0.76
H  -0.90  0.17  2.40
H  -1.20  -0.81  1.18
O  -0.57  -0.22  1.59
H  1.87  2.78  -2.21
H  1.97  4.07  -1.40
O  2.50  3.36  -1.79
H  1.81  2.51  0.36
H  1.25  1.16  0.83
O  0.99  2.06  0.61
H  -0.94  2.26  6.66
H  -1.67  1.80  5.40
O  -1.29  1.48  6.22
H  -0.39  -4.05  -3.28
H  -0.40  -3.35  -4.62
O  -0.78  -4.10  -4.15

Properties
**Net charge**: 0
**Structure (SMILES)**: CO.O.O.O.O.O
**M**: 122.12 g/mol

***

Least stable of them? i.

***

i:
ORCA calculation (ωB97M-V with the def2-TZVPD basis set) on the molecule C6H7Br.

Element x y z (Å)
C  -0.68  1.28  0.22
C  -1.34  2.17  0.90
C  0.50  -0.04  -1.64
C  0.96  -0.76  -0.37
C  0.30  -1.88  0.25
C  0.17  0.56  -0.37
Br  0.20  -1.66  2.31
H  -0.94  3.11  1.21
H  -2.32  2.08  1.21
H  1.45  0.42  -1.93
H  -0.31  0.02  -2.29
H  0.82  -2.91  0.58
H  2.00  -0.98  -0.31
H  -0.79  -1.41  0.21

Properties
**Net charge**: 0
**Structure (SMILES)**: C=C=C1C[C@@H]1CBr
**M**: 159.03 g/mol

***

ii:
ORCA calculation (ωB97M-V with the def2-TZVPD basis set) on C6H7Br as an isolated structure.

Element x y z (Å)
C  -0.17  -0.66  -1.40
C  -0.38  -1.43  -0.33
C  -0.12  0.84  -1.05
C  0.90  0.32  1.29
C  -0.33  -0.32  1.22
C  -0.14  0.93  0.51
Br  -0.54  -3.33  -0.37
H  -0.17  -1.04  -2.49
H  0.88  1.28  -1.52
H  -1.02  1.24  -1.70
H  1.15  0.93  2.16
H  1.80  -0.09  0.81
H  -1.13  -0.53  2.05
H  -0.72  1.86  0.83

Properties
**Net charge**: 0
**M**: 159.03 g/mol

***

iii:
ORCA calculation (ωB97M-V with the def2-TZVPD basis set) on the molecule C6H7Br.

Element x y z (Å)
C  -0.61  -1.52  -0.08
C  -1.25  -0.32  -0.24
C  -0.22  0.78  -0.11
C  -0.52  2.05  0.11
C  0.84  -1.24  0.20
C  1.12  0.22  -0.15
Br  -3.10  -0.03  -0.01
H  -0.95  -2.50  -0.19
H  0.26  2.70  0.32
H  -1.47  2.42  0.03
H  1.02  -1.39  1.25
H  1.52  -1.93  -0.27
H  1.40  0.16  -1.22
H  1.97  0.59  0.39

Properties
**Net charge**: 0
**Structure (SMILES)**: C=C1CCC=C1Br
**M**: 159.03 g/mol

***

iv:
ORCA calculation (ωB97M-V with the def2-TZVPD basis set) on a 2-piece molecular cluster, C6H7Br overall.

Element x y z (Å)
C  -1.12  0.21  0.09
C  -1.76  1.16  0.74
C  1.45  -0.03  -0.60
C  1.33  -1.05  0.50
C  -1.06  -1.02  -0.62
C  0.15  -0.53  -0.07
Br  -1.94  3.94  -1.01
H  -1.13  1.90  1.37
H  -2.77  1.34  0.73
H  1.67  1.07  -0.62
H  1.82  -0.61  -1.47
H  1.72  -2.09  0.06
H  1.43  -0.89  1.62
H  -1.88  -1.68  -0.85

Properties
**Net charge**: 0
**M**: 159.03 g/mol

***

Least stable of them? iv.

***

i:
ORCA calculation (ωB97M-V with the def2-TZVPD basis set) on an isolated ion of composition C4H12N2P and charge +1.

Element x y z (Å)
C  -1.44  -0.01  -0.49
C  -0.92  -1.17  0.28
C  -0.63  1.18  -0.46
C  1.07  0.14  0.50
N  -1.07  2.27  0.18
N  0.52  -1.24  0.23
P  2.78  0.46  -0.16
H  -1.54  -0.27  -1.59
H  -2.37  0.44  -0.10
H  -1.17  -1.14  1.40
H  -1.47  -2.09  0.11
H  -0.06  1.32  -1.45
H  1.20  0.32  1.63
H  -1.56  2.18  1.17
H  -0.46  3.12  0.07
H  1.00  -1.96  0.66
H  0.89  -1.34  -0.74
H  3.45  0.40  1.06
H  2.51  1.89  -0.16

Properties
**Net charge**: +1
**M**: 119.13 g/mol

***

ii:
ORCA calculation (ωB97M-V with the def2-TZVPD basis set) on an isolated ion of composition C4H12N2P and charge +1.

Element x y z (Å)
C  -0.89  0.75  0.99
C  -1.83  0.50  -0.23
C  0.46  0.10  0.85
C  1.49  0.35  -0.26
N  0.57  -0.81  -0.30
N  -2.19  -0.91  -0.39
P  3.43  0.18  0.17
H  -0.90  1.81  1.06
H  -1.31  0.35  1.85
H  -2.65  1.12  0.07
H  -1.19  0.65  -1.13
H  0.97  -0.23  1.81
H  1.23  1.03  -1.01
H  0.91  -1.77  -0.28
H  -0.22  -0.78  -0.90
H  -2.70  -1.16  0.42
H  -2.79  -1.04  -1.15
H  3.84  0.94  -1.01
H  3.77  -1.08  -0.54

Properties
**Net charge**: +1
**Structure (SMILES)**: NCC[C@H]1[NH2+][C@@H]1P
**M**: 119.13 g/mol

***

Least stable of them? i.

***

i:
ORCA calculation (ωB97M-V with the def2-TZVPD basis set) on a 9-piece molecular cluster, C13H44N10O9 overall.

Element x y z (Å)
C  1.91  -2.75  3.77
O  2.26  -3.36  4.78
N  1.60  -3.31  2.61
N  1.63  -1.47  3.80
H  1.69  -4.30  2.42
H  1.22  -2.61  2.00
H  1.17  -1.01  3.03
H  1.82  -0.99  4.66
C  2.10  -3.24  -3.86
O  1.49  -4.21  -4.37
N  3.37  -3.13  -3.92
N  1.48  -2.31  -3.18
H  3.68  -2.32  -3.40
H  3.96  -3.85  -4.31
H  0.60  -2.68  -2.84
H  2.02  -1.59  -2.73
C  -3.20  -0.86  -1.98
O  -3.29  0.33  -2.11
N  -2.96  -1.40  -0.83
N  -3.06  -1.68  -3.00
H  -2.56  -2.33  -0.81
H  -2.79  -0.78  -0.05
H  -3.01  -2.64  -2.69
H  -3.43  -1.35  -3.88
C  2.07  2.96  3.70
O  2.09  2.59  2.53
N  3.04  2.86  4.52
N  0.93  3.17  4.33
H  3.93  2.52  4.18
H  2.94  2.99  5.52
H  1.07  3.23  5.33
H  0.01  3.16  3.91
C  -3.81  1.65  1.03
O  -3.12  0.66  1.28
N  -4.33  2.50  1.89
N  -4.21  1.87  -0.16
H  -4.13  2.35  2.87
H  -4.92  3.22  1.51
H  -5.03  2.43  -0.34
H  -3.87  1.35  -0.95
C  2.65  0.69  -3.68
C  3.74  0.50  -2.65
O  4.37  -0.75  -2.47
H  2.82  0.07  -4.56
H  2.66  1.70  -4.08
H  1.67  0.38  -3.33
H  3.22  0.79  -1.74
H  4.47  1.31  -2.73
H  5.05  -0.66  -1.79
C  -1.88  -0.87  5.53
C  -2.15  -0.94  4.10
O  -3.41  -0.38  3.92
H  -2.27  0.05  5.97
H  -0.84  -0.73  5.84
H  -2.39  -1.59  6.18
H  -2.04  -1.95  3.70
H  -1.47  -0.28  3.57
H  -3.54  -0.27  2.97
C  0.13  0.62  -0.76
C  0.22  0.10  0.74
O  1.22  -0.84  0.90
H  -0.58  1.45  -0.78
H  -0.24  -0.07  -1.51
H  1.07  1.07  -1.07
H  -0.77  -0.27  1.01
H  0.52  1.01  1.26
H  2.09  -0.51  0.65
C  -0.80  0.73  -4.71
C  -0.55  2.05  -3.96
O  0.33  2.75  -4.86
H  0.19  0.35  -4.93
H  -1.45  0.83  -5.58
H  -1.29  -0.04  -4.11
H  -0.10  1.94  -2.97
H  -1.54  2.51  -3.89
H  0.55  3.58  -4.43

Properties
**Net charge**: 0
**Structure (SMILES)**: NC(N)=O.NC(N)=O.NC(N)=O.NC(N)=O.NC(N)=O.CCO.CCO.CCO.CCO
**M**: 484.56 g/mol

***

ii:
ORCA calculation (ωB97M-V with the def2-TZVPD basis set) on a 9-piece molecular cluster, C13H44N10O9 overall.

Element x y z (Å)
C  -0.81  -3.20  3.37
C  -0.85  -3.21  1.82
O  -2.12  -3.08  1.24
H  0.22  -3.47  3.77
H  -1.48  -3.97  3.81
H  -1.00  -2.23  3.75
H  -0.36  -4.09  1.49
H  -0.10  -2.40  1.53
H  -2.07  -3.36  0.32
C  2.42  2.43  -3.25
C  1.70  2.94  -2.03
O  2.60  2.84  -0.98
H  3.05  3.23  -3.67
H  1.74  2.28  -4.02
H  3.13  1.58  -3.16
H  0.74  2.52  -1.82
H  1.55  3.99  -2.15
H  3.43  3.16  -1.25
C  2.70  -1.14  2.86
C  1.97  -0.04  3.64
O  2.89  0.85  4.18
H  1.99  -1.54  2.21
H  3.25  -1.90  3.43
H  3.35  -0.59  2.13
H  1.40  -0.53  4.48
H  1.36  0.62  3.03
H  2.78  1.68  3.66
C  1.38  0.00  -0.18
C  2.56  -0.68  -0.85
O  2.04  -1.77  -1.57
H  1.78  0.78  0.43
H  0.82  -0.79  0.42
H  0.72  0.37  -0.96
H  3.34  -0.95  -0.06
H  3.00  -0.04  -1.63
H  1.99  -1.63  -2.52
C  -2.19  0.44  -1.03
O  -1.88  1.56  -0.35
N  -2.23  -0.73  -0.51
N  -2.70  0.52  -2.21
H  -1.77  -0.76  0.38
H  -3.06  -1.21  -0.70
H  -3.08  1.36  -2.46
H  -3.13  -0.25  -2.77
C  -0.85  -3.82  -1.37
O  0.07  -4.77  -1.46
N  -2.16  -4.07  -1.37
N  -0.56  -2.60  -1.28
H  -2.52  -4.95  -1.71
H  -3.02  -3.44  -1.36
H  0.43  -2.36  -1.29
H  -1.21  -1.84  -0.94
C  -2.08  0.87  2.69
O  -1.10  0.13  1.94
N  -2.51  0.61  3.88
N  -2.50  2.02  2.20
H  -2.03  -0.02  4.52
H  -3.19  1.22  4.33
H  -2.33  1.96  1.16
H  -3.47  2.27  2.44
C  0.26  -0.48  -4.27
O  1.12  -1.50  -4.58
N  -0.08  0.60  -4.94
N  -0.42  -0.55  -3.18
H  0.39  0.81  -5.81
H  -0.55  1.40  -4.44
H  -0.13  -1.31  -2.57
H  -1.12  0.14  -2.84
C  0.09  4.15  0.89
O  0.68  5.20  0.28
N  -1.12  4.26  1.47
N  0.57  2.92  0.95
H  -1.47  5.18  1.39
H  -1.63  3.51  1.98
H  1.42  2.78  0.39
H  0.00  2.10  1.10

Properties
**Net charge**: 0
**Structure (SMILES)**: NC(N)=O.NC(N)=O.NC(N)=O.NC(N)=O.NC(N)=O.CCO.CCO.CCO.CCO
**M**: 484.56 g/mol

***

Least stable of them? ii.

***

i:
ORCA calculation (ωB97M-V with the def2-TZVPD basis set) on an isolated ion of composition C7H12N3 and charge +1.

Element x y z (Å)
C  1.45  1.50  -0.22
C  0.01  -0.49  0.11
C  2.93  1.73  -2.08
C  2.68  1.28  -0.88
C  -0.75  1.73  0.60
C  -2.12  -0.17  1.30
C  -0.95  -2.82  0.07
N  0.55  2.20  0.24
N  -0.92  0.29  0.65
N  -0.02  -1.73  -0.24
H  3.83  1.49  -2.65
H  2.09  2.43  -2.52
H  3.43  0.62  -0.29
H  -1.04  2.16  1.63
H  -1.43  2.20  -0.12
H  -2.60  0.68  1.71
H  -2.77  -0.74  0.78
H  -2.05  -0.83  2.14
H  -1.37  -3.17  -0.85
H  -1.43  -2.56  0.96
H  -0.32  -3.75  0.41
H  0.79  -2.04  -0.76

Properties
**Net charge**: +1
**M**: 138.19 g/mol

***

ii:
ORCA calculation (ωB97M-V with the def2-TZVPD basis set) on an isolated ion of composition C7H12N3 and charge +1.

Element x y z (Å)
C  -1.50  1.34  -0.44
C  -1.45  -0.75  0.28
C  -0.68  -1.95  0.43
C  0.41  -1.70  -0.67
C  0.66  -0.17  -0.62
C  1.88  1.94  0.27
C  1.65  0.39  0.40
N  -2.68  1.06  -0.06
N  -2.67  -0.25  0.42
N  -0.68  0.24  -0.25
H  -1.35  2.33  -0.81
H  -0.37  -2.09  1.51
H  -1.17  -2.82  0.14
H  1.34  -2.38  -0.35
H  0.16  -2.09  -1.59
H  0.71  0.35  -1.67
H  1.83  2.35  -0.80
H  2.73  2.29  0.84
H  1.09  2.38  0.69
H  1.15  0.05  1.41
H  2.54  -0.02  0.18
H  -3.59  -0.51  0.67

Properties
**Net charge**: +1
**Structure (SMILES)**: CC[C@H]1CCc2[nH]nc[n+]21
**M**: 138.19 g/mol

***

iii:
ORCA calculation (ωB97M-V with the def2-TZVPD basis set) on an isolated ion of composition C7H12N3 and charge +1.

Element x y z (Å)
C  -1.35  0.15  -0.29
C  -2.59  0.52  -0.07
C  0.61  1.60  -0.09
C  2.00  -0.20  -0.31
C  0.43  -0.19  1.48
C  0.08  -1.58  -0.60
C  -0.05  0.62  -1.12
N  1.30  0.61  0.75
N  0.87  -0.52  -1.22
N  -0.67  -0.88  0.53
H  -3.20  0.03  0.54
H  -2.94  1.34  -0.63
H  1.43  2.20  -0.32
H  -0.23  2.16  0.57
H  2.73  0.58  -0.90
H  2.63  -1.08  0.15
H  0.84  -0.88  2.12
H  -0.08  0.39  2.14
H  -0.80  -2.00  -1.12
H  0.80  -2.31  -0.38
H  -0.40  0.88  -2.17
H  -1.41  -1.43  0.95

Properties
**Net charge**: +1
**Structure (SMILES)**: C=C1[C@H]2CN3CN2C[N@H+]1C3
**M**: 138.19 g/mol

***

Least stable of them? i.

***

i:
ORCA calculation (ωB97M-V with the def2-TZVPD basis set) on a 2-piece molecular cluster, C16H17NO overall.

Element x y z (Å)
C  -0.88  3.16  0.70
C  -0.37  1.74  2.73
C  -0.17  2.03  1.39
C  0.23  0.62  3.31
C  0.65  1.18  0.64
C  1.08  -0.17  2.55
C  1.38  0.17  1.24
O  1.82  -1.14  3.22
H  -1.16  2.29  3.22
H  0.04  0.45  4.36
H  -1.82  3.37  1.22
H  -1.21  2.90  -0.31
H  0.79  1.39  -0.41
H  2.17  -0.32  0.69
H  1.53  -2.02  2.98
H  -0.32  4.09  0.66
C  -2.52  -0.05  -0.43
C  0.61  -0.83  -2.30
C  -0.34  -1.19  -1.33
C  -1.37  -0.19  -1.36
C  -0.99  0.72  -2.30
C  1.89  -2.78  -1.83
C  1.76  -1.60  -2.52
C  0.94  -3.16  -0.85
C  -0.19  -2.40  -0.64
N  0.23  0.37  -2.85
H  2.81  -3.35  -1.92
H  2.51  -1.25  -3.22
H  1.12  -3.97  -0.17
H  -0.91  -2.65  0.13
H  0.74  0.97  -3.47
H  -1.52  1.58  -2.67
H  -2.25  0.46  0.50
H  -2.95  -0.99  -0.11
H  -3.32  0.56  -0.86

Properties
**Net charge**: 0
**Structure (SMILES)**: Cc1c[nH]c2ccccc12.Cc1ccc(O)cc1
**M**: 239.32 g/mol

***

ii:
ORCA calculation (ωB97M-V with the def2-TZVPD basis set) on a 2-piece molecular cluster, C16H17NO overall.

Element x y z (Å)
C  -0.68  1.48  -1.23
C  1.89  1.39  -1.28
C  0.71  1.63  -0.68
C  2.43  2.12  0.76
C  1.04  2.10  0.65
C  3.10  2.50  1.91
C  0.25  2.43  1.77
C  2.30  2.89  2.96
C  0.91  2.80  2.92
N  2.96  1.63  -0.42
H  2.08  1.14  -2.32
H  3.83  1.99  -0.77
H  -0.67  0.71  -1.99
H  -1.00  2.43  -1.66
H  4.18  2.44  1.95
H  -0.82  2.30  1.67
H  2.74  3.22  3.90
H  0.31  3.13  3.76
H  -1.37  1.25  -0.42
C  -1.46  -4.51  -2.86
C  -1.92  -1.52  0.15
C  -0.87  -2.41  0.25
C  -2.90  -1.67  -0.83
C  -0.71  -3.37  -0.75
C  -2.71  -2.59  -1.83
C  -1.62  -3.47  -1.79
O  -2.14  -0.48  1.04
H  -0.12  -2.32  1.02
H  -1.46  -0.51  1.73
H  -3.76  -1.02  -0.78
H  0.09  -4.09  -0.73
H  -3.35  -2.59  -2.70
H  -2.12  -5.36  -2.67
H  -0.48  -4.98  -2.94
H  -1.68  -4.14  -3.86

Properties
**Net charge**: 0
**Structure (SMILES)**: Cc1c[nH]c2ccccc12.Cc1ccc(O)cc1
**M**: 239.32 g/mol

***

Least stable of them? i.

***

i:
ORCA calculation (ωB97M-V with the def2-TZVPD basis set) on a 2-piece molecular cluster, C7H16N overall.

Element x y z (Å)
C  -1.32  2.15  -1.31
C  -1.40  1.82  0.14
C  -0.41  1.99  1.02
C  -0.52  1.81  2.51
H  -0.35  2.55  -1.60
H  -1.51  1.27  -1.93
H  -2.07  2.89  -1.59
H  -2.37  1.48  0.49
H  0.52  2.38  0.61
H  -1.55  1.60  2.79
H  0.10  0.99  2.87
H  -0.19  2.72  3.02
C  -0.04  -2.12  -1.69
C  1.01  -2.00  -0.65
C  2.16  -2.61  -0.50
N  0.61  -1.04  0.43
H  0.27  -2.86  -2.43
H  -0.99  -2.45  -1.27
H  -0.19  -1.19  -2.24
H  2.79  -2.48  0.37
H  2.52  -3.31  -1.24
H  -0.29  -1.32  0.83
H  0.41  -0.09  0.08
H  1.30  -0.95  1.18

Properties
**Net charge**: +1
**M**: 114.21 g/mol

***

ii:
ORCA calculation (ωB97M-V with the def2-TZVPD basis set) on a 2-piece molecular cluster, C7H16N overall.

Element x y z (Å)
C  3.19  -1.85  -0.56
C  2.29  -0.59  -0.44
C  -1.45  0.41  1.46
C  -0.51  2.27  0.04
C  -2.28  -0.86  -0.69
C  1.22  -0.23  0.34
C  -0.87  0.84  0.13
N  -1.35  0.21  -0.91
H  2.68  -2.64  0.01
H  3.42  -2.18  -1.60
H  2.58  0.31  -1.05
H  -2.59  0.19  1.55
H  -1.00  -0.58  1.61
H  -1.22  1.24  2.18
H  -0.31  2.60  0.98
H  -1.42  2.85  -0.13
H  0.28  2.70  -0.62
H  -2.94  -0.51  0.12
H  -2.81  -0.94  -1.64
H  -1.78  -1.75  -0.41
H  0.60  -0.90  0.89
H  1.28  0.84  0.52
H  4.02  -1.80  0.10
H  -1.05  0.37  -1.86

Properties
**Net charge**: +1
**M**: 114.21 g/mol

***

Least stable of them? ii.